C32H59Cl2N4O6 | ωB97M-V/def2-TZVPD

Structure (ORCA input):
```
! wB97M-V def2-TZVPD RIJCOSX def2/J DEFGRID3
* xyz -1 1
C 8.874 -0.103 -1.544
O 8.975 1.384 -1.577
C 7.712 1.912 -0.963
C 6.868 2.878 -2.034
C 5.232 2.568 -1.966
C 4.342 3.910 -1.580
C 3.224 3.576 -0.423
C 1.653 3.612 -0.995
C 0.781 2.686 0.038
C -0.193 1.574 -0.669
C 0.583 0.268 -1.297
C 1.274 -0.396 0.031
C 2.937 -0.406 -0.007
C 3.635 -0.334 1.475
O 4.708 0.713 1.466
O 1.487 0.725 -2.405
C 0.694 1.059 -3.597
O 0.969 1.768 -4.695
O -0.579 0.367 -3.342
C -0.546 -0.550 -2.153
C -0.195 -1.978 -2.867
C 1.295 -2.579 -2.565
C 1.765 -3.693 -3.721
C 2.397 -2.798 -4.982
N 3.853 -3.107 -5.265
C 4.693 -1.821 -5.343
N 4.760 -1.019 -6.478
N 5.495 -1.483 -4.069
C -2.136 -0.476 -1.691
Cl -3.225 0.894 -2.407
C -2.803 -1.403 -0.738
C -2.000 -2.653 -0.047
Cl -4.608 -1.111 -0.300
H 7.882 -0.497 -2.070
H 8.873 -0.511 -0.445
H 9.784 -0.548 -2.155
H 7.937 2.510 0.044
H 7.106 0.961 -0.637
H 7.130 4.014 -1.913
H 7.200 2.490 -3.113
H 4.827 2.146 -2.983
H 5.122 1.691 -1.176
H 3.895 4.471 -2.505
H 5.116 4.668 -1.083
H 3.257 4.335 0.496
H 3.506 2.526 0.026
H 1.570 3.318 -2.124
H 1.327 4.755 -0.879
H 0.056 3.434 0.622
H 1.508 2.258 0.858
H -0.847 2.168 -1.472
H -0.911 1.170 0.195
H 0.965 -1.549 0.024
H 0.927 0.085 1.043
H 3.398 0.456 -0.649
H 3.238 -1.431 -0.504
H 4.227 -1.361 1.616
H 2.873 -0.119 2.337
H 5.614 0.273 1.335
H -0.972 -2.847 -2.637
H -0.261 -1.823 -4.050
H 2.160 -1.792 -2.526
H 1.336 -3.187 -1.540
H 2.641 -4.353 -3.280
H 0.824 -4.310 -4.043
H 1.753 -3.027 -5.956
H 2.278 -1.639 -4.789
H 3.902 -3.490 -6.253
H 4.160 -1.465 -7.223
H 5.757 -0.471 -4.053
H 4.812 -1.694 -3.296
H -1.835 -3.584 -0.775
H -2.718 -3.073 0.809
H -1.001 -2.364 0.491
C -7.369 1.494 6.082
C -6.656 0.166 5.748
C -7.681 -0.999 5.776
C -8.680 -1.014 4.624
C -8.155 -0.372 3.346
C -6.610 -0.327 3.227
N -6.077 0.376 4.408
O -4.695 0.495 4.395
C -6.296 0.512 1.959
C -6.063 -1.755 3.005
C -5.655 -0.125 6.904
H -6.661 2.329 6.108
H -7.857 1.450 7.064
H -8.140 1.744 5.347
H -7.142 -1.955 5.773
H -8.240 -0.991 6.723
H -8.969 -2.054 4.425
H -9.601 -0.501 4.926
H -8.594 -0.887 2.482
H -8.547 0.652 3.299
H -6.624 1.552 2.083
H -6.815 0.108 1.081
H -5.225 0.522 1.724
H -6.506 -2.200 2.103
H -6.282 -2.433 3.835
H -4.978 -1.758 2.857
H -6.182 -0.209 7.864
H -4.918 0.676 7.025
H -5.120 -1.068 6.744
*
```

Values from the calculation:
Gap between HOMO and LUMO (eV): 2.710
HOMO energy (eV): -1.20

Atom charges from the Löwdin analysis, given in e for atoms 1 to 99:
1. C -0.134
2. O -0.265
3. C -0.204
4. C -0.148
5. C -0.193
6. C -0.195
7. C -0.202
8. C -0.183
9. C -0.185
10. C -0.127
11. C -0.272
12. C -0.088
13. C -0.150
14. C -0.202
15. O -0.171
16. O -0.023
17. C -0.244
18. O 0.027
19. O -0.110
20. C -0.262
21. C -0.084
22. C -0.210
23. C -0.163
24. C -0.230
25. N -0.054
26. C -0.377
27. N 0.060
28. N 0.064
29. C -0.437
30. Cl 0.554
31. C -0.532
32. C -0.112
33. Cl 0.590
34. H 0.093
35. H 0.097
36. H 0.105
37. H 0.137
38. H 0.086
39. H 0.108
40. H 0.118
41. H 0.108
42. H 0.078
43. H 0.115
44. H 0.103
45. H 0.124
46. H 0.071
47. H 0.103
48. H 0.118
49. H 0.130
50. H 0.105
51. H 0.129
52. H 0.149
53. H 0.102
54. H 0.126
55. H 0.092
56. H 0.103
57. H 0.130
58. H 0.131
59. H 0.099
60. H 0.120
61. H 0.149
62. H 0.091
63. H 0.116
64. H 0.114
65. H 0.108
66. H 0.126
67. H 0.123
68. H 0.107
69. H 0.032
70. H 0.070
71. H 0.068
72. H 0.089
73. H 0.094
74. H 0.074
75. C -0.058
76. C -0.508
77. C -0.167
78. C -0.204
79. C -0.163
80. C -0.515
81. N -0.237
82. O -0.340
83. C -0.098
84. C -0.060
85. C -0.070
86. H 0.079
87. H 0.063
88. H 0.063
89. H 0.096
90. H 0.104
91. H 0.098
92. H 0.097
93. H 0.105
94. H 0.102
95. H 0.078
96. H 0.047
97. H 0.030
98. H 0.059
99. H 0.063

C22H32Br2N6OS2Se2SiTe2V | ωB97M-V/def2-TZVPD

Structure (ORCA input):
```
! wB97M-V def2-TZVPD RIJCOSX def2/J DEFGRID3
* xyz 0 2
V 1.857 0.061 1.471
Se 3.650 0.004 3.216
Te 3.616 1.880 4.860
Te 0.923 1.784 5.080
Se 0.833 1.881 2.469
Br 4.324 -4.072 1.853
C 2.899 -3.840 0.648
C 2.495 -4.909 -0.177
C 1.461 -4.750 -1.045
Br 0.937 -6.217 -2.121
C 0.778 -3.512 -1.146
C -0.299 -3.226 -2.013
C -0.844 -1.978 -2.013
C -0.332 -0.987 -1.149
N 0.654 -1.214 -0.315
C 1.206 -2.467 -0.311
C 2.269 -2.632 0.599
O 2.590 -1.592 1.360
H 3.012 -5.855 -0.108
H -0.679 -4.000 -2.667
H -1.670 -1.732 -2.669
H -0.742 0.014 -1.146
C 0.413 2.050 -3.794
Si 1.965 2.917 -3.258
C 3.047 3.197 -4.748
C 1.585 4.548 -2.467
C 2.946 1.836 -2.066
C 4.200 1.341 -2.387
C 4.928 0.536 -1.501
C 4.379 0.239 -0.286
N 3.162 0.702 0.063
C 2.458 1.464 -0.789
S 0.873 1.792 -0.173
H -0.055 2.603 -4.618
H -0.309 1.986 -2.974
H 0.629 1.035 -4.145
H 2.542 3.879 -5.441
H 3.252 2.267 -5.290
H 4.003 3.654 -4.473
H 1.154 5.232 -3.207
H 2.498 5.006 -2.074
H 0.877 4.444 -1.642
H 4.632 1.574 -3.357
H 5.901 0.146 -1.766
H 4.883 -0.370 0.451
C -5.785 1.592 1.045
N -4.658 0.730 0.677
C -4.142 0.988 -0.660
C -3.839 0.182 1.617
S -2.190 0.001 1.364
N -4.454 -0.210 2.777
C -5.714 -0.954 2.737
C -3.648 -0.509 3.951
H -5.583 2.611 0.703
H -5.913 1.621 2.119
H -6.712 1.254 0.580
H -4.986 1.231 -1.306
H -3.638 0.106 -1.044
H -3.429 1.817 -0.662
H -6.117 -0.977 1.731
H -6.457 -0.522 3.410
H -5.531 -1.986 3.049
H -2.854 0.220 4.056
H -3.201 -1.505 3.891
H -4.298 -0.464 4.825
N 1.071 -2.336 3.433
N 0.517 -1.115 2.938
H 0.659 -2.544 4.332
H 2.060 -2.157 3.577
H 0.285 -0.468 3.681
H -0.346 -1.327 2.450
*
```

Values from the calculation:
Gap between HOMO and LUMO (spin up / spin down) (eV): 5.597 / 6.209
HOMO energy (spin up / spin down) (eV): -6.68 / -6.69
⟨S²⟩: 0.828

In elementary charge units, the Löwdin charges are:
1. V 0.201
2. Se 0.044
3. Te 0.179
4. Te 0.200
5. Se 0.014
6. Br 0.813
7. C -0.592
8. C -0.156
9. C -0.622
10. Br 0.777
11. C -0.180
12. C -0.019
13. C -0.028
14. C -0.182
15. N 0.088
16. C -0.129
17. C -0.365
18. O -0.421
19. H 0.098
20. H 0.085
21. H 0.109
22. H 0.033
23. C -0.179
24. Si 0.480
25. C -0.189
26. C -0.177
27. C -0.219
28. C -0.061
29. C -0.045
30. C -0.105
31. N -0.108
32. C -0.651
33. S 0.592
34. H 0.036
35. H 0.009
36. H 0.037
37. H 0.036
38. H 0.038
39. H 0.038
40. H 0.037
41. H 0.042
42. H 0.017
43. H 0.097
44. H 0.108
45. H 0.101
46. C -0.049
47. N -0.218
48. C -0.098
49. C -0.749
50. S 0.747
51. N -0.227
52. C -0.054
53. C -0.097
54. H 0.094
55. H 0.083
56. H 0.091
57. H 0.088
58. H 0.064
59. H 0.087
60. H 0.084
61. H 0.090
62. H 0.092
63. H 0.066
64. H 0.087
65. H 0.090
66. N -0.010
67. N -0.161
68. H 0.080
69. H 0.002
70. H -0.066
71. H 0.002

C2H3ClO2S | ωB97M-V/def2-TZVPD

Structure (ORCA input):
```
! wB97M-V def2-TZVPD RIJCOSX def2/J DEFGRID3
* xyz 0 1
C 0.774 -0.020 -1.180
C -0.299 -0.371 -0.482
O 0.793 -0.497 1.894
O -1.714 -0.595 1.843
S -0.480 -0.155 1.305
Cl -0.501 2.753 0.804
H 0.719 -0.317 -2.270
H 1.820 0.137 -0.893
H -1.111 -0.935 -1.021
*
```

Values from the calculation:
Gap between HOMO and LUMO (spin up / spin down) (eV): 7.265 / 6.939
HOMO energy (spin up / spin down) (eV): -10.28 / -10.14

In elementary charge units, the Löwdin charges are:
1. C -0.002
2. C -0.289
3. O -0.288
4. O -0.273
5. S 0.728
6. Cl -0.185
7. H 0.100
8. H 0.093
9. H 0.116

C6H12 | ωB97M-V/def2-TZVPD

Structure (ORCA input):
```
! wB97M-V def2-TZVPD RIJCOSX def2/J DEFGRID3
* xyz 0 1
C -0.283 1.108 1.887
C 0.546 0.196 1.371
C 0.195 -1.245 1.150
H 0.030 2.149 2.025
H -1.302 0.839 2.186
H 1.559 0.509 1.085
H -0.842 -1.441 1.472
H 0.872 -1.897 1.726
H 0.285 -1.501 0.081
C 1.153 -0.211 -1.869
C 0.206 0.579 -1.356
C -1.227 0.180 -1.171
H 2.187 0.138 -1.980
H 0.922 -1.231 -2.193
H 0.481 1.595 -1.043
H -1.385 -0.855 -1.518
H -1.889 0.848 -1.747
H -1.507 0.240 -0.106
*
```

Values from the calculation:
Gap between HOMO and LUMO (eV): 10.592
SMILES: C=CC.C=CC
HOMO energy (eV): -9.41

In elementary charge units, the Löwdin charges are:
1. C -0.031
2. C -0.286
3. C -0.120
4. H 0.059
5. H 0.064
6. H 0.103
7. H 0.083
8. H 0.081
9. H 0.047
10. C -0.031
11. C -0.286
12. C -0.120
13. H 0.059
14. H 0.064
15. H 0.103
16. H 0.083
17. H 0.081
18. H 0.047

C4H12N3 | ωB97M-V/def2-TZVPD

Structure (ORCA input):
```
! wB97M-V def2-TZVPD RIJCOSX def2/J DEFGRID3
* xyz 1 1
C 2.512 -0.346 1.249
C 1.323 1.632 0.984
N 1.411 0.546 1.613
H 2.818 -0.915 2.123
H 3.375 0.192 0.857
H 2.126 -1.038 0.501
H 0.403 2.205 1.066
H 2.076 2.013 0.286
C 0.071 0.106 -1.980
N -2.693 -0.947 0.192
C -1.542 -0.873 -0.438
N -1.259 -0.025 -1.386
H 0.434 -0.857 -2.332
H 0.775 0.509 -1.259
H 0.017 0.800 -2.809
H -3.453 -0.322 -0.039
H -2.764 -1.399 1.091
H -0.757 -1.539 -0.100
H -1.926 0.728 -1.509
*
```

Values from the calculation:
Gap between HOMO and LUMO (eV): 9.304
HOMO energy (eV): -12.99

In elementary charge units, the Löwdin charges are:
1. C -0.134
2. C -0.112
3. N -0.086
4. H 0.076
5. H 0.078
6. H 0.063
7. H 0.066
8. H 0.081
9. C -0.015
10. N 0.198
11. C -0.138
12. N 0.035
13. H 0.106
14. H 0.060
15. H 0.103
16. H 0.140
17. H 0.142
18. H 0.167
19. H 0.169

Computed E_tot, in the same sequence as the records: -2844.975491; -13778.238114; -1086.727514; -235.743645; -323.602770 Eh.